Model 1:
Computed, not measured: a 2-piece molecular cluster, C3H9S2 overall, with the ωB97M-V functional and the def2-TZVPD basis.

Output
Kohn-Sham gap = 5.68 eV
LUMO = 0.1231 Eh

ORCA input file:
```
! RIJCOSX wB97M-V def2-TZVPD def2/J DEFGRID3
* xyz -1 1
C -2.250 -0.678 -0.470
S -1.876 0.369 0.961
H -1.298 -1.070 -0.839
H -2.827 -1.562 -0.186
H -2.794 -0.250 -1.322
C 1.107 1.039 -1.005
S 2.395 0.390 0.088
C 1.372 -0.357 1.385
H 0.423 1.662 -0.431
H 0.494 0.242 -1.406
H 1.586 1.663 -1.753
H 1.053 0.483 1.987
H 0.496 -0.938 1.132
H 2.120 -0.993 1.858
*
```

---

Model 2:
Computed, not measured: a 2-piece molecular cluster, C3H9S2 overall, with the ωB97M-V functional and the def2-TZVPD basis.

Output
Kohn-Sham gap = 6.17 eV
LUMO = 0.1253 Eh

ORCA input file:
```
! RIJCOSX wB97M-V def2-TZVPD def2/J DEFGRID3
* xyz -1 1
C 0.765 -2.096 -1.243
C 0.216 -0.901 -0.462
S 1.377 0.466 -0.745
C 0.609 1.764 0.268
H 0.080 -2.944 -1.167
H 1.735 -2.418 -0.858
H 0.871 -1.858 -2.304
H 0.106 -1.126 0.595
H -0.769 -0.636 -0.836
H 0.574 1.531 1.328
H 1.207 2.656 0.072
H -0.411 1.919 -0.080
S -2.150 0.128 1.433
H -3.324 -0.053 2.060
*
```

---

Model 3:
Computed, not measured: a 2-piece molecular cluster, C3H9S2 overall, with the ωB97M-V functional and the def2-TZVPD basis.

Output
Kohn-Sham gap = 5.37 eV
LUMO = 0.1158 Eh

ORCA input file:
```
! RIJCOSX wB97M-V def2-TZVPD def2/J DEFGRID3
* xyz -1 1
C -0.668 2.074 2.567
S -0.525 2.834 0.790
H -1.435 2.716 3.040
H -1.364 1.089 2.604
H 0.319 2.042 3.047
C 1.626 -0.416 -0.645
S 0.902 -1.118 -2.273
C -0.842 -1.973 -2.079
H 2.512 -1.038 -0.363
H 1.085 -0.379 0.267
H 1.764 0.582 -0.896
H -1.510 -1.772 -2.957
H -0.573 -3.043 -2.029
H -1.291 -1.599 -1.073
*
```

---

Least stable structure: model 3

---

Model 1:
Computed, not measured: one molecule with the formula C6H7NS, with the ωB97M-V functional and the def2-TZVPD basis.

Output
Kohn-Sham gap = 7.55 eV
LUMO = -0.0191 Eh

ORCA input file:
```
! RIJCOSX wB97M-V def2-TZVPD def2/J DEFGRID3
* xyz 0 1
C 1.788 -0.610 1.577
C 1.400 -0.227 0.190
C 0.142 0.029 -0.223
C -1.555 0.594 -1.670
C -2.110 0.339 -0.328
C -1.112 0.010 0.516
H 0.938 -0.663 2.239
H 2.291 -1.576 1.580
H 2.503 0.116 2.001
H 2.196 -0.153 -0.525
H 0.428 0.492 -2.305
H -3.166 0.417 -0.088
H -1.192 -0.200 1.596
N -0.209 0.400 -1.526
S -2.343 1.031 -3.034
*
```

---

Model 2:
Computed, not measured: one molecule with the formula C6H7NS, with the ωB97M-V functional and the def2-TZVPD basis.

Output
Kohn-Sham gap (spin up / spin down) = 5.60 / 5.60 eV
LUMO (spin up / spin down) = -0.0664 / -0.0663 Eh

ORCA input file:
```
! RIJCOSX wB97M-V def2-TZVPD def2/J DEFGRID3
* xyz 0 1
C 0.260 -2.908 -0.438
C 0.144 -1.686 -0.427
C -0.816 1.043 2.092
C -1.101 0.525 -0.706
C 0.130 -0.294 -0.531
C 1.441 0.477 -0.644
N -0.403 -0.027 2.206
S -1.201 1.944 0.452
H 0.659 -3.979 -0.371
H -1.170 1.762 2.770
H -0.941 1.098 -1.691
H -2.120 0.135 -0.636
H 1.783 0.764 0.368
H 1.285 1.353 -1.237
H 2.052 -0.208 -1.208
*
```

---

Least stable structure: model 2

---

Model 1:
Computed, not measured: one molecule with the formula C6H7NS, with the ωB97M-V functional and the def2-TZVPD basis.

Output
Kohn-Sham gap = 8.30 eV
LUMO = 0.0002 Eh

ORCA input file:
```
! RIJCOSX wB97M-V def2-TZVPD def2/J DEFGRID3
* xyz 0 1
C 1.073 1.607 0.045
C 0.031 0.513 -0.060
C 1.727 -1.325 0.073
C -1.314 0.746 -0.019
C -2.246 -0.302 0.042
C -2.937 -1.257 -0.016
H 1.584 1.471 0.987
H 1.798 1.547 -0.762
H 0.508 2.570 -0.013
H -0.266 -1.464 -0.238
H 1.690 -2.408 0.250
H -1.652 1.760 -0.180
H -3.614 -2.088 0.043
N 0.462 -0.812 -0.117
S 3.157 -0.559 -0.035
*
```

---

Model 2:
Computed, not measured: one molecule with the formula C6H7NS, with the ωB97M-V functional and the def2-TZVPD basis.

Output
Kohn-Sham gap = 9.25 eV
LUMO = 0.0279 Eh

ORCA input file:
```
! RIJCOSX wB97M-V def2-TZVPD def2/J DEFGRID3
* xyz 0 1
C -0.763 1.650 0.670
C -0.596 0.249 0.110
C 0.356 0.222 -1.133
C 0.103 -0.686 1.091
C -1.884 -0.239 -0.213
C -2.923 -0.782 -0.498
H 0.205 2.081 0.842
H -1.338 2.341 -0.008
H -1.339 1.535 1.529
H 0.084 -0.653 -1.668
H 0.287 1.109 -1.782
H -0.576 -1.254 1.811
H -3.818 -1.286 -0.497
N 1.388 -0.823 0.913
S 1.939 -0.037 -0.424
*
```

---

Model 3:
Computed, not measured: one molecule with the formula C6H7NS, with the ωB97M-V functional and the def2-TZVPD basis.

Output
Kohn-Sham gap = 9.71 eV
LUMO = 0.0293 Eh

ORCA input file:
```
! RIJCOSX wB97M-V def2-TZVPD def2/J DEFGRID3
* xyz 0 1
C -1.645 2.252 -0.230
C -0.844 1.446 -0.007
C 2.172 0.548 1.156
C 1.046 0.184 -1.101
C 0.112 0.273 0.178
C -0.619 -1.041 0.436
N 0.940 0.585 1.339
S 2.773 0.148 -0.362
H -2.315 3.103 -0.104
H 2.965 0.422 1.849
H 0.952 -0.685 -1.665
H 1.209 1.112 -1.813
H 0.117 -1.985 0.450
H -1.533 -1.152 -0.138
H -0.851 -1.034 1.580
*
```

---

Least stable structure: model 3

---

Model 1:
Computed, not measured: a 2-piece molecular cluster, CH3OS overall, with the ωB97M-V functional and the def2-TZVPD basis.

Output
Kohn-Sham gap = 6.74 eV
LUMO = 0.1501 Eh

ORCA input file:
```
! RIJCOSX wB97M-V def2-TZVPD def2/J DEFGRID3
* xyz -1 1
S 1.982 0.956 -1.269
H 2.696 0.939 -0.131
O -2.171 -0.687 -0.289
C -1.172 -0.456 0.335
H -0.938 -1.049 1.241
H -0.396 0.297 0.112
*
```

---

Model 2:
Computed, not measured: a 2-piece molecular cluster, CH3OS overall, with the ωB97M-V functional and the def2-TZVPD basis.

Output
Kohn-Sham gap = 7.10 eV
LUMO = 0.1560 Eh

ORCA input file:
```
! RIJCOSX wB97M-V def2-TZVPD def2/J DEFGRID3
* xyz -1 1
S 0.538 0.083 -1.736
H 0.950 -0.790 -2.729
O -0.802 -0.097 2.247
C -0.378 0.132 1.100
H -1.038 0.198 0.205
H 0.729 0.474 0.913
*
```

---

Least stable structure: model 2